[1]
Below is a molecular structure, C19H32N4O4 at a distorted geometry, with properties calculated with ωB97M-V/def2-TZVPD.

XYZ file:
```
59
Properties=species:S:1:pos:R:3:forces:R:3
C -5.71423 -2.12639 -2.27357 -4.8 2.0 -2.3
C -5.19055 -1.30888 -1.15439 -5.0 0.5 -2.0
H -5.46055 -1.73575 -0.26187 -0.5 -1.3 2.4
H -5.82112 -0.37883 -1.18504 1.3 -0.2 0.1
C -3.80571 -1.21518 -1.31180 2.9 3.7 5.9
N -3.36227 -0.40372 0.03630 0.6 -3.4 0.1
C -3.31532 -1.22833 1.37717 5.9 -0.5 -9.6
C -1.79672 -1.47368 1.39294 1.2 -1.6 2.6
C -1.73985 -2.38494 2.63426 7.2 6.2 2.8
H -0.61344 -2.72316 2.92110 -2.7 0.7 -0.5
H -2.30916 -3.12580 2.57969 -4.5 -6.8 -1.0
H -2.19626 -1.82023 3.50804 1.0 -0.4 -0.7
H -1.33347 -2.18219 0.53032 -1.3 2.4 1.4
H -1.16350 -0.50700 1.73438 -1.5 -2.1 -1.7
H -3.63952 -0.54577 1.92386 -2.6 5.1 6.1
H -3.89308 -2.04772 1.25086 -1.8 -2.8 0.1
C -3.79953 0.86414 0.20117 0.0 5.5 -1.0
H -4.09720 1.36764 -0.76300 1.0 -0.6 0.2
H -4.65044 1.16825 0.68771 -3.1 -0.8 2.0
C -2.80004 1.96358 0.91688 1.1 -8.8 -9.0
N -1.58463 1.71787 -0.01534 -0.9 5.7 2.7
C -0.68100 2.72609 0.17126 3.9 -5.2 -4.5
C 0.73800 2.79623 -0.42902 -7.3 -9.9 -0.5
N 1.50410 1.89365 -0.98114 -0.3 1.0 -3.0
C 1.34457 0.58405 -1.41312 -4.0 -4.2 8.4
H 1.86485 0.03727 -2.10321 1.4 0.0 -2.7
H 0.29060 0.01045 -1.16649 2.2 2.1 -1.3
C 2.08442 -0.06787 0.00246 -3.5 -8.7 -3.4
N 3.36967 0.08761 0.12201 8.1 4.7 -0.5
C 4.40793 -0.87645 -0.16360 0.0 13.6 0.2
O 4.11835 -1.90326 -0.36882 -3.2 -14.8 -1.6
O 5.58549 -0.35205 -0.48546 1.1 2.1 2.0
C 6.69864 -1.23974 -0.49397 -4.3 -5.0 0.8
C 7.08265 -1.98388 0.80209 5.4 10.0 -1.1
H 7.91427 -2.59166 0.67865 1.5 -1.0 -0.3
H 7.44089 -0.85489 1.53818 -1.1 -4.0 -1.5
H 6.31218 -2.40811 1.09757 -6.8 -4.1 3.6
H 7.47784 -0.70408 -0.72274 4.0 2.8 -2.3
H 6.30790 -2.03752 -1.16032 1.3 0.4 -0.4
C 3.59407 1.67511 0.07452 4.3 -4.7 0.4
H 3.41742 1.91559 1.06950 -0.6 1.2 1.7
C 2.83661 2.25795 -0.97055 0.9 -9.8 -4.5
H 3.28828 1.76038 -2.11884 -0.8 1.2 3.2
H 3.03449 3.12811 -1.15042 1.6 10.1 -1.3
H 4.67672 1.77686 -0.16602 -0.7 0.2 0.5
H 1.75657 0.07985 0.95069 -3.0 1.5 2.4
H 2.05541 -1.42650 0.04502 -0.7 3.6 -0.6
C 1.03966 3.93790 -0.04185 1.1 17.2 3.0
O 1.83413 4.98549 -0.26748 -2.2 -5.2 0.9
C -0.63031 4.09761 0.52310 13.4 -10.3 -7.1
O -1.23622 4.81670 1.00805 -11.0 12.9 8.3
H -1.40035 0.81309 -0.30145 0.5 -2.0 -0.5
H -2.44970 1.69725 1.75337 1.9 -2.1 6.9
H -2.98958 2.88461 0.86148 -2.3 7.2 -0.6
H -3.18300 -2.06038 -1.09675 0.2 -0.7 -1.3
H -3.53314 -0.37010 -1.84835 1.1 0.3 -2.7
H -6.86182 -2.36047 -2.41601 2.0 0.5 1.2
H -5.59062 -1.60422 -3.22735 0.6 0.1 0.0
H -5.23339 -2.99460 -2.33470 1.9 -3.8 -0.4
```
Forces are in eV/Å.

Energy above the lowest of the compared OMol25 structures with the same formula, charge and spin ... 2277.18 kJ/mol
Kohn-Sham gap ... 7.2394 eV
Net charge ... 0
HOMO level ... -7.11 eV
DFT total energy ... -34351.5697 eV

=====

[2]
Below is a single C19H32N4O4S2 molecule at a distorted geometry, with properties calculated with ωB97M-V/def2-TZVPD.

XYZ file:
```
61
Properties=species:S:1:pos:R:3:forces:R:3
C 3.03272 2.91910 0.93471 -4.1 0.2 4.4
H 3.46363 2.49058 1.82348 0.1 -0.4 0.3
O 1.71642 3.60687 1.33449 7.7 4.6 -1.5
C 0.72240 2.93203 1.80465 1.2 -0.1 4.6
O 0.16180 2.31018 0.87472 -2.1 -8.2 -6.3
C -0.21894 2.97898 -0.26917 -0.3 -1.1 -3.2
H -0.96682 3.50140 0.12437 -4.0 2.9 0.8
H -0.71015 2.34887 -1.13693 1.4 0.5 2.2
H 0.37872 3.74225 -0.78185 1.0 -0.7 0.5
C 1.05078 1.99046 2.99731 6.9 1.4 -5.6
N 1.48269 0.64707 2.31887 0.7 4.2 2.0
C 0.64569 -0.27716 2.54598 -3.9 -6.1 5.9
O -0.41236 -0.26823 3.47784 4.7 0.2 -5.3
C 1.18008 -1.68820 1.85848 -0.7 1.1 4.1
N 0.70633 -1.39858 0.55600 1.3 -1.9 -0.9
C 1.70854 -0.94944 -0.38180 -11.3 -3.4 4.5
N 1.06752 -0.69870 -1.43590 -0.3 2.0 -10.3
C -0.32791 -0.68443 -1.74417 1.2 -4.9 -7.6
H -0.77802 -0.11007 -2.71141 2.3 -0.8 1.9
C -0.95347 -2.14368 -2.01528 -0.3 0.5 1.5
C -2.36440 -2.11622 -1.14865 0.6 -4.2 -3.8
N -1.83233 -2.21454 0.16023 -3.7 1.6 4.7
C -1.97761 -3.53405 0.83893 -2.4 9.0 8.3
C -3.25674 -4.06518 1.16169 -6.4 4.5 -3.8
O -4.35682 -2.93854 1.84519 2.6 -13.9 4.7
C -4.26246 -1.84511 1.39128 2.1 9.9 -5.7
C -2.75710 -1.18683 1.26943 -3.2 -1.2 -8.7
H -2.95597 -0.32926 0.45054 0.9 -1.2 2.7
H -2.12586 -1.09934 2.04693 1.9 0.8 3.0
H -4.69507 -1.19386 2.11652 -1.1 1.5 0.1
H -4.83880 -1.87955 0.33936 1.2 1.5 1.1
H -3.44583 -4.78621 1.81279 0.1 -3.2 2.8
H -3.96159 -4.21130 0.25932 1.4 -0.2 1.0
H -1.41817 -4.11017 0.43351 6.7 -7.7 -5.2
H -1.43532 -3.30890 1.94810 -1.2 -0.7 -2.8
H -2.87695 -3.26326 -1.56982 0.9 3.4 1.5
H -3.15034 -1.29491 -1.38699 1.7 -1.3 0.4
H -0.13808 -3.01395 -1.65822 -2.6 2.2 -0.8
H -1.26533 -2.26297 -3.06077 0.7 -0.1 0.1
H -0.76284 -0.20935 -1.07109 -4.2 3.7 6.6
C 1.92622 -0.46983 -2.63169 -11.2 6.0 -4.8
C 2.17597 1.05498 -3.06070 -3.9 2.2 1.6
C 3.00677 2.04568 -2.52611 -9.8 2.2 -7.1
C 2.75574 3.39658 -2.75506 -9.0 -4.8 -6.2
C 1.50360 3.60745 -3.63948 9.2 -15.3 6.7
S 0.58848 1.94241 -3.65684 4.4 1.9 -0.4
H 1.07881 4.36094 -3.78312 -6.5 11.6 -2.5
H 3.31894 4.07552 -2.43024 4.4 5.8 2.3
H 3.66767 1.67088 -2.07375 10.0 -4.5 6.8
H 1.52314 -0.78451 -3.73593 0.2 -0.3 3.2
H 2.78017 -0.72028 -2.58909 11.1 -4.6 1.3
S 3.10290 -0.55754 -0.11802 10.9 1.9 2.4
H -0.41637 -1.72242 0.39606 2.0 0.5 -0.5
H 0.78055 -2.60455 2.45394 -0.2 1.5 -1.5
H 2.30595 -1.83343 2.09876 -1.6 0.7 -1.2
H 2.36571 0.40062 1.81507 -1.1 0.8 0.5
H 1.81731 2.54549 3.60838 -0.4 -1.2 -0.6
H 0.24873 1.87426 3.49169 -5.6 -1.7 3.8
H 0.00211 3.63111 2.00018 -1.7 3.0 2.5
H 3.75389 3.44790 0.47767 1.8 3.0 -1.5
H 2.64171 2.25296 0.30564 -0.7 -3.3 -2.6
```
Forces are in eV/Å.

Energy above the lowest of the compared OMol25 structures with the same formula, charge and spin ... 2185.82 kJ/mol
Kohn-Sham gap ... 7.9518 eV
Net charge ... 0
HOMO level ... -7.93 eV
DFT total energy ... -56020.2231 eV

=====

[3]
Below is a molecular structure, C19H32N6O2OsS2Si at a distorted geometry, with properties calculated with ωB97M-V/def2-TZVPD.

XYZ file:
```
63
Properties=species:S:1:pos:R:3:forces:R:3
Os 0.55283 -0.34223 0.27427 0.7 1.8 1.8
N 3.11076 0.79602 3.55908 0.0 0.1 0.2
C 2.52150 0.38829 2.44382 0.3 0.1 -0.5
S 0.79214 0.00704 2.54909 -0.3 -0.8 -0.7
N 3.25802 0.26317 1.36111 -0.2 -0.1 0.5
N 2.55288 -0.14709 0.27411 -0.8 0.2 0.8
C 3.17428 -0.35548 -0.80880 0.7 -0.2 -1.1
C 2.34965 -0.68812 -1.95933 0.0 0.1 0.1
C 2.85582 -0.97306 -3.20857 0.2 -0.1 -0.3
C 1.97796 -1.22117 -4.25226 0.1 0.0 0.0
C 0.61083 -1.14456 -4.02764 0.0 0.0 -0.1
C 0.16515 -0.86582 -2.75555 0.1 0.0 0.2
N 1.01576 -0.66273 -1.73724 -0.5 -0.5 -0.3
H 2.58122 0.94742 4.40090 0.0 0.0 0.0
H 4.08462 1.05910 3.53763 0.0 0.0 0.0
H 4.25157 -0.25331 -0.84321 0.0 0.0 -0.1
H 3.92794 -0.99454 -3.35161 0.0 0.0 -0.1
H 2.35647 -1.46348 -5.23674 0.0 0.0 0.0
H -0.09946 -1.29597 -4.82764 0.0 0.0 0.0
H -0.88873 -0.79036 -2.52542 0.0 0.0 0.1
C -4.11644 0.72005 3.02739 0.0 0.0 0.0
C -3.75745 -0.11159 1.80025 0.0 0.0 0.1
S -2.48442 0.73292 0.84021 0.3 0.0 0.1
O -1.55062 -0.41600 0.37444 -0.5 -0.2 -0.4
C -3.39827 1.19956 -0.63412 0.0 -0.1 0.0
C -3.89933 0.02610 -1.45916 0.0 0.0 0.0
H -4.87074 0.19500 3.61133 0.0 0.0 0.0
H -4.52993 1.69080 2.75106 0.0 0.0 0.0
H -3.24722 0.88539 3.66356 0.0 0.0 0.0
H -4.61923 -0.29028 1.16091 0.0 -0.1 0.0
H -3.30469 -1.06833 2.06007 0.0 0.0 0.0
H -2.69710 1.82152 -1.19034 0.0 0.0 0.0
H -4.20531 1.84215 -0.27124 0.0 0.0 0.0
H -3.07276 -0.59618 -1.79894 0.0 0.0 0.0
H -4.42068 0.40856 -2.33562 0.0 0.0 0.0
H -4.59661 -0.60728 -0.91298 0.0 0.0 0.0
C -1.12596 3.93226 0.27743 -0.1 -0.2 0.1
Si 0.53643 3.13068 0.04242 0.2 1.0 -0.3
C 1.29681 3.81756 -1.50442 0.0 -0.2 0.0
C 1.62496 3.54903 1.49239 0.0 -0.4 0.2
O 0.37962 1.48783 -0.12567 -0.3 -0.7 0.0
H -0.97559 5.01155 0.37020 0.0 0.0 0.0
H -1.63237 3.59101 1.18362 0.0 0.1 -0.1
H -1.77649 3.76570 -0.58444 0.0 0.1 0.0
H 1.35819 4.90499 -1.41594 0.0 0.0 -0.1
H 0.69438 3.57673 -2.38377 0.1 0.1 0.0
H 2.30878 3.43105 -1.65557 0.0 0.1 -0.1
H 1.74231 4.63547 1.50924 0.0 0.0 0.0
H 2.62056 3.10725 1.39658 0.0 0.1 0.0
H 1.19783 3.24999 2.45377 0.0 0.0 0.0
N 2.46799 -2.85196 1.52883 0.1 -0.1 0.0
C 1.41417 -3.31950 0.83600 0.0 0.1 -0.1
C 1.29672 -4.70898 0.61937 0.1 -0.1 0.1
C 0.22146 -5.20987 -0.04697 -0.1 0.0 -0.1
C -0.77093 -4.32634 -0.50960 0.0 -0.1 0.0
C -0.59889 -2.99793 -0.29523 0.1 0.0 0.1
N 0.48972 -2.45940 0.34789 -0.3 -0.1 -0.1
H 3.12116 -3.50844 1.92032 0.0 0.0 0.0
H 2.51890 -1.90302 1.84687 0.0 0.0 0.0
H 2.07510 -5.35548 1.00338 0.0 0.0 0.0
H 0.12984 -6.27549 -0.21133 0.0 0.0 0.0
H -1.65244 -4.68002 -1.02423 0.0 0.0 0.0
H -1.34267 -2.29018 -0.62396 0.0 0.1 0.0
```
Forces are in eV/Å.

Energy above the lowest of the compared OMol25 structures with the same formula, charge and spin ... 0.00 kJ/mol
Kohn-Sham gap (spin up / spin down) ... 6.0642 / 6.0799 eV
Net charge ... +2
HOMO level (spin up / spin down) ... -14.12 / -14.12 eV
DFT total energy ... -65262.5228 eV

=====

[4]
Below is a molecular structure, C19H33AsBF4IRhSi3, with properties calculated with ωB97M-V/def2-TZVPD.

XYZ file:
```
63
Properties=species:S:1:pos:R:3:forces:R:3
Rh -0.02750 0.30837 0.44963 0.1 0.5 0.2
I 0.00678 0.41678 2.99109 -0.1 -0.1 0.1
C 0.12781 2.49715 2.98615 -0.1 0.0 0.0
C 0.24414 3.20529 4.14159 0.0 0.1 0.0
C 0.33065 4.61238 4.04904 0.0 0.0 0.0
C 0.31688 5.22168 2.82662 0.0 0.0 0.0
C 0.21116 4.47437 1.62658 0.0 0.0 0.0
C 0.25247 5.09462 0.35455 0.0 0.0 0.0
C 0.21156 4.33603 -0.77886 0.0 0.0 0.0
C 0.07913 2.93090 -0.70016 0.0 0.0 -0.1
C -0.01616 2.28795 0.50543 0.0 -0.1 0.0
C 0.08825 3.06347 1.69751 0.0 0.0 0.1
H 0.27477 2.71859 5.10750 0.0 0.0 0.0
H 0.42265 5.19678 4.95414 0.0 0.0 0.0
H 0.40347 6.29883 2.75646 0.0 0.0 0.0
H 0.34269 6.17215 0.29932 0.0 0.0 0.0
H 0.27854 4.80455 -1.75211 0.0 0.0 0.0
H 0.06039 2.36329 -1.61884 0.1 0.1 0.1
F -0.02032 -2.08277 -2.23605 0.0 0.0 -0.1
B 0.91614 -1.40736 -1.53104 0.0 0.1 0.2
F 2.18268 -1.50948 -1.94155 0.1 0.1 0.0
F 0.77151 -1.69446 -0.09749 -0.1 -0.1 -0.4
F 0.51040 0.08139 -1.53629 -0.1 -0.4 -0.1
C -3.60282 3.44993 0.52826 0.0 0.0 0.0
Si -3.79804 1.79982 1.36186 0.0 -0.1 0.0
C -5.57272 1.23986 1.25753 0.0 0.0 0.0
C -3.37920 1.82091 3.17516 -0.1 0.0 0.0
As -2.42801 0.19376 0.16136 0.2 -0.1 -0.1
Si -2.93471 -2.08460 0.87808 0.0 0.0 0.0
C -2.48628 -3.28550 -0.45760 0.0 0.0 0.0
C -4.76127 -2.13033 1.23604 0.0 0.0 0.0
C -1.96544 -2.49274 2.41525 0.0 0.0 0.0
Si -3.03401 0.44922 -2.21097 0.0 0.0 0.1
C -2.95383 -1.14650 -3.14936 0.0 0.0 0.0
C -1.97147 1.76402 -2.97128 0.0 0.0 -0.1
C -4.81661 0.99322 -2.22038 0.0 0.0 0.0
H -4.09633 4.20619 1.14613 0.0 0.0 0.0
H -4.09716 3.44926 -0.44563 0.0 0.0 0.0
H -2.56794 3.75405 0.38767 0.1 0.0 0.0
H -6.13512 1.97162 1.84812 0.0 0.0 0.0
H -5.74582 0.26526 1.70906 0.0 0.1 0.0
H -5.99127 1.24596 0.25657 0.0 0.0 -0.1
H -4.20154 2.35341 3.66420 0.0 0.0 0.0
H -2.46343 2.34677 3.42105 0.2 0.1 0.0
H -3.34483 0.81544 3.59948 0.0 0.0 0.0
H -3.18399 -3.25548 -1.29193 0.0 0.0 0.0
H -2.54212 -4.28556 -0.01647 0.0 0.0 0.0
H -1.47787 -3.14364 -0.83990 0.0 0.0 0.0
H -5.35851 -1.77306 0.39567 0.0 0.0 0.0
H -5.02852 -1.55859 2.12563 0.0 -0.1 0.0
H -5.03941 -3.17268 1.41653 0.0 0.0 0.0
H -0.88713 -2.48461 2.23961 0.0 0.0 0.0
H -2.23298 -3.51927 2.68465 0.0 0.0 0.0
H -2.21487 -1.85896 3.26578 0.0 0.0 0.0
H -2.01884 -1.68956 -3.06630 0.1 0.0 0.0
H -3.08985 -0.86801 -4.20017 0.0 0.0 0.0
H -3.78459 -1.79930 -2.88136 0.0 0.0 0.0
H -0.93357 1.45052 -3.07211 0.0 0.0 -0.1
H -2.02007 2.70704 -2.42635 0.0 0.0 0.0
H -2.36844 1.93701 -3.97657 0.0 0.0 0.0
H -5.47825 0.27246 -1.73881 0.0 0.0 0.0
H -5.10347 1.03717 -3.27616 0.0 0.0 0.0
H -4.98704 1.98077 -1.79333 0.0 0.0 0.0
```
Forces are in eV/Å.

Energy above the lowest of the compared OMol25 structures with the same formula, charge and spin ... 0.00 kJ/mol
Kohn-Sham gap ... 6.6267 eV
Net charge ... +1
HOMO level ... -11.35 eV
DFT total energy ... -127368.8565 eV